(1)
{
  "formula": "C20H33BrCoN2O5SSb2",
  "method": "wB97M-V/def2-TZVPD",
  "symbols": ["N", "H", "C", "H", "O", "H", "C", "C", "C", "H", "H", "H", "O", "H", "Sb", "O", "C", "C", "C", "H", "O", "H", "H", "C", "C", "H", "H", "H", "H", "H", "H", "C", "H", "C", "H", "H", "C", "C", "H", "H", "Co", "N", "H", "H", "H", "C", "C", "H", "Br", "H", "H", "H", "C", "H", "C", "C", "Sb", "O", "H", "C", "H", "S", "H", "C", "H"],
  "xyz": [[-1.96215, 3.28552, 1.63889], [-0.86495, 3.53874, -3.21480], [-0.20009, -2.34660, -2.30197], [2.97100, 3.10129, 3.72984], [-2.31634, -3.01545, 5.95814], [2.96226, -2.93471, 0.34037], [-0.17723, -1.34911, 3.61581], [-2.69164, -1.09425, 4.55119], [-1.35360, 3.37034, -2.25425], [-3.70456, -0.94189, 4.90189], [-2.75364, 0.54004, 3.16879], [-3.28632, 0.12891, 0.53360], [1.01792, 1.37633, 1.36318], [-0.08969, -4.36921, 0.12153], [-0.63226, 1.54008, -1.43209], [-2.80179, 4.06058, 2.05433], [0.42960, -1.61450, -3.45109], [-1.17564, 0.34181, -3.18657], [-0.04290, -0.36031, -3.87496], [2.29648, 1.47270, 4.01897], [-2.03902, 2.05300, 1.96798], [-1.12859, 4.17882, -1.56100], [2.82705, 3.41173, 0.80016], [2.59995, 2.19035, 3.25994], [2.13719, -1.55101, -5.17965], [2.20938, -3.88526, -0.96311], [-2.64784, -1.35579, 1.27180], [-1.63739, 1.06709, -3.85752], [0.19975, 1.21269, -5.30341], [1.20035, 4.14219, 0.53120], [-1.95193, -0.34809, -2.85511], [2.44110, -2.87747, -0.61559], [2.12086, 0.18453, -6.44996], [-0.41656, -3.43691, 0.58448], [2.18832, 4.68061, 1.90919], [-3.22654, -2.82323, 6.21382], [-2.16684, -0.26499, 3.58440], [-1.89795, -2.12307, 5.03773], [-2.43326, 3.32220, -2.39453], [1.59992, 1.69574, -2.95464], [-0.88596, 0.51684, 1.13364], [-0.91518, -0.38662, 3.09309], [-1.49076, -3.31447, 0.44684], [-2.29486, -0.98273, -0.42218], [-0.19886, -3.46838, 1.65163], [1.51548, -2.18546, -4.11629], [-0.59980, -2.25257, 4.56915], [2.07411, 1.28920, -1.28559], [1.62507, -1.50204, 3.04171], [0.05268, -3.02673, 4.94279], [-1.27484, -2.17735, -2.24098], [-0.03057, -3.42190, -2.37699], [1.93640, 3.83497, 1.26830], [3.08248, -2.37859, -1.34220], [-2.42104, -0.54130, 0.57414], [1.42073, 1.90762, -1.90017], [0.60243, -1.80556, -0.36381], [-1.03838, 3.63712, 0.88688], [1.87059, -3.15799, -3.79096], [1.66028, -0.32070, -5.61069], [3.35065, 1.75377, 2.59893], [1.17506, 2.58576, 2.27687], [2.97578, -2.02084, -5.67706], [0.57855, 0.25391, -4.96386], [1.62753, 2.96059, -1.70016]],
  "s2": 0.805,
  "spin_multiplicity": 2,
  "de_lowest_kj_mol": 11.6,
  "e_lumo_ha": [0.008, 0.009],
  "gap_ha": [0.2765, 0.3001],
  "mol_weight_g_mol": 795.92
}

=====

(2)
{
  "formula": "C20H33BrN9O2V",
  "method": "wB97M-V/def2-TZVPD",
  "symbols": ["H", "H", "C", "H", "C", "H", "O", "N", "C", "C", "H", "V", "H", "N", "H", "H", "H", "C", "C", "H", "N", "H", "C", "H", "C", "C", "H", "H", "N", "H", "C", "H", "C", "H", "Br", "H", "H", "N", "H", "O", "H", "C", "H", "C", "N", "H", "C", "C", "C", "H", "H", "N", "H", "H", "C", "H", "N", "H", "C", "C", "C", "H", "H", "H", "H", "N"],
  "xyz": [[-1.28529, 1.74919, 4.79197], [2.94341, 0.38923, 2.48625], [-1.22729, -2.53559, 2.03900], [3.15227, 3.83335, -0.37029], [-1.12162, -1.49778, 3.11697], [3.77670, 2.39475, -0.79932], [-0.87959, -0.32802, 2.81806], [1.99720, 2.15660, 3.08187], [-3.23546, -1.05075, -4.62689], [-0.39480, 2.32991, 4.54089], [2.49158, 3.28760, 4.80462], [-0.16139, -0.20613, 0.22247], [3.85626, 1.39455, 3.60623], [-2.20461, -1.72294, -2.14504], [2.33767, 0.22349, -1.48815], [-0.50107, 3.32709, 4.97273], [4.36450, -2.02281, -0.91887], [-1.45724, -1.10202, -3.04510], [1.99092, -1.93561, 2.04804], [-5.05207, -1.95696, -3.90629], [0.78024, 1.25436, 1.30844], [-2.18436, 1.79074, 2.39352], [3.19666, 1.41306, 2.73881], [2.32450, -1.32906, -2.28367], [-3.46040, -2.01679, -2.46323], [-1.40161, -1.84808, 0.69736], [3.73384, 1.86888, 1.90194], [1.00196, 2.84037, -0.78591], [-0.27836, 2.38604, 3.08954], [3.48145, -2.95683, 3.17998], [3.71274, -2.00979, -0.05522], [1.71940, 1.27744, 0.91096], [4.09677, -2.57321, 1.14463], [-3.63560, -0.78797, -5.59803], [-1.83058, 1.20308, -0.63351], [-1.52357, -2.83508, 4.62731], [-1.28117, -2.55907, -0.11226], [2.96133, 2.83816, -0.39841], [-2.07831, -3.19050, 2.24846], [0.74009, -0.65331, -3.67375], [-2.39846, -1.41769, 0.62807], [-0.01257, -0.81499, -2.73626], [-0.33627, -3.16581, 2.06304], [2.24904, 3.42928, 3.74958], [-1.26276, -1.89323, 4.39710], [1.38268, 4.07811, 3.66992], [-4.02454, -1.69828, -3.68924], [-1.52373, 2.65903, 2.39809], [3.21620, -2.53420, 2.22095], [5.06720, -3.04130, 1.24729], [-2.02141, 3.48320, 2.91166], [1.60377, -1.39999, 0.87913], [0.47327, 1.84209, 4.97474], [3.09522, 3.92454, 3.26745], [-1.92360, -0.75034, -4.30582], [-1.25659, -1.20603, 5.13124], [0.48363, -0.76146, -1.41058], [-1.26323, -0.25320, -5.00102], [1.96012, -0.79745, -1.41108], [0.80920, 1.90536, 2.46447], [2.45371, -1.43310, -0.15564], [-1.32716, 2.95452, 1.37452], [1.90948, 3.01489, -2.13801], [1.29561, -1.85915, 2.87121], [-4.04000, -2.52758, -1.70035], [1.84804, 2.53567, -1.24702]],
  "s2": 0.785,
  "spin_multiplicity": 2,
  "de_lowest_kj_mol": 88.3,
  "charge": 1,
  "e_lumo_ha": [-0.127, -0.107],
  "gap_ha": [0.2925, 0.3137],
  "mol_weight_g_mol": 562.39
}

=====

(3)
{
  "formula": "C20H33F9N2O5SV",
  "method": "wB97M-V/def2-TZVPD",
  "symbols": ["C", "C", "H", "H", "C", "H", "H", "H", "H", "C", "F", "H", "H", "H", "H", "H", "C", "H", "C", "V", "H", "N", "H", "O", "C", "F", "H", "H", "H", "S", "C", "F", "H", "C", "C", "F", "F", "C", "C", "H", "H", "H", "C", "C", "O", "C", "C", "F", "H", "C", "H", "H", "H", "N", "O", "H", "H", "O", "F", "H", "O", "H", "H", "H", "H", "F", "F", "C", "C", "C", "H"],
  "xyz": [[-1.43907, -1.77758, 2.48746], [0.76131, 3.19357, -3.51326], [-1.55818, 2.62914, -2.37106], [-2.50688, 3.04945, -0.47417], [-1.11709, -3.23868, 2.92445], [0.02725, 3.97187, -3.29645], [1.34250, -3.02781, 0.82893], [-1.01101, -2.19033, -5.42506], [-1.73861, -2.35835, -2.77207], [-2.38765, 2.05951, -0.02427], [-3.20212, -2.74470, 1.18774], [1.26977, -2.99263, -5.03713], [3.03523, -2.98418, 0.30717], [2.32245, 0.54648, 1.60249], [-3.36598, 1.72472, 0.32504], [-2.87141, 4.67071, 1.07997], [-0.87977, -2.73011, -3.32861], [1.65629, 3.67340, -3.89579], [2.12523, -0.37942, 1.04724], [0.08948, -0.25423, 0.41906], [4.36559, -2.27417, 2.88792], [1.11676, 2.44364, -2.31350], [-0.12652, 2.64227, 3.25310], [0.58426, 0.86007, -0.80563], [-2.92103, -1.71839, 1.99119], [0.03279, -3.27060, 3.60894], [1.99236, -1.58790, 2.81731], [1.42834, -1.27179, -5.38542], [2.71379, -0.36580, 0.11924], [0.51890, -2.73736, -2.13388], [-1.47252, 2.16059, 1.19362], [-2.08325, -3.75363, 3.69206], [-1.06017, -3.76535, -3.61649], [2.36732, -2.91409, 1.17244], [2.56539, -1.57670, 1.88775], [-3.10823, -0.58842, 1.26415], [-3.81166, -1.71032, 2.98280], [1.02278, -1.99221, -4.67488], [2.51100, 2.44121, -1.87933], [3.12459, 1.81020, -2.52595], [2.62134, -2.16181, -3.17924], [1.54644, -0.76094, -2.93778], [-0.98346, 3.30556, 3.27486], [1.60201, -1.79457, -3.28308], [-0.62431, -1.44657, 1.44778], [-1.22301, 1.63017, -2.08063], [4.04456, -1.43190, 2.27035], [-1.56885, -1.45957, 4.88429], [0.36171, 2.54425, -4.29394], [-1.28065, -0.84193, 3.73936], [-3.85644, 3.37526, 1.79753], [-0.76328, -0.82324, -4.34192], [4.21322, -0.51549, 2.83852], [-1.76616, 3.13691, 2.05116], [-0.52215, 1.38712, 1.39919], [-3.05994, 4.55989, 2.82458], [-0.64041, 4.33738, 3.34718], [-1.97321, 1.12036, -0.99703], [-2.09807, 0.23439, 3.65835], [-1.40835, 0.94882, -2.91251], [0.12186, -1.79209, -1.04193], [-1.59596, 3.06391, 4.14333], [4.67050, -1.40998, 1.37487], [2.59592, -3.74254, 1.84503], [2.89281, 3.45965, -1.91767], [-0.02750, -0.38834, 3.82311], [-0.97706, -4.01462, 1.84718], [-0.49162, -1.86529, -4.52449], [-2.95309, 3.97439, 1.91685], [0.25077, 1.62780, -1.72029], [2.58016, 2.07094, -0.86015]],
  "s2": 2.030,
  "spin_multiplicity": 3,
  "de_lowest_kj_mol": 169.1,
  "charge": 1,
  "e_lumo_ha": [-0.090, -0.091],
  "gap_ha": [0.2756, 0.3007],
  "mol_weight_g_mol": 635.49
}

=====

Number 1: E_tot -166067.7090 eV. Number 2: E_tot -134507.9847 eV. Number 3: E_tot -95469.2571 eV.